No. 1
C9H12Br2F3IN3 | wB97M-V/def2-TZVPD

Geometry as XYZ:
```
30
Properties=species:S:1:pos:R:3:lowdin_charge:R:1
C 1.18946 3.00657 -1.26670 -0.083
C -0.08937 3.10377 -2.09023 -0.296
C -1.06719 1.95725 -1.82499 -0.700
I -3.03930 2.41324 -2.53521 0.921
C -1.09624 1.50425 -0.42403 -0.383
N -1.36447 2.17196 0.65840 0.189
N -1.24019 1.27047 1.65750 0.138
C -0.90791 0.06754 1.22922 -0.245
C -0.66269 -1.13604 2.03180 -0.123
C -0.36980 -2.35950 1.17115 -0.138
C 0.97318 -2.39865 0.43763 -0.773
F 0.69162 -2.23435 -0.88667 -0.078
Br 2.19021 -0.96270 0.90781 0.941
C 1.69606 -3.79580 0.63336 -0.959
F 1.36647 -4.27774 1.82551 0.061
F 3.02050 -3.66227 0.61130 0.012
Br 1.23447 -5.05136 -0.75054 0.899
N -0.81530 0.19655 -0.10330 0.233
H 1.00671 3.35033 -0.25739 0.072
H 1.94941 3.62550 -1.71499 0.082
H 1.54651 1.98254 -1.22252 0.068
H -0.58378 4.05800 -1.98112 0.094
H 0.17249 3.03585 -3.13957 0.111
H -0.75485 1.11228 -2.42136 0.079
H -1.37191 1.49961 2.63115 0.195
H 0.10191 -0.95342 2.77381 0.115
H -1.57194 -1.34289 2.59102 0.146
H -0.51343 -3.22966 1.79243 0.129
H -1.14374 -2.41724 0.41493 0.137
H -0.54689 -0.53410 -0.74839 0.156
```

Computed properties:
Net charge: +1
Gap between HOMO and LUMO (eV): 9.558
HOMO energy (eV): -12.7
SMILES: CC[C@H](I)c1n[nH]c(CC[C@@](F)(Br)C(F)(F)Br)[nH+]1
2S+1: 1


No. 2
C21H28N3O2Zr | wB97M-V/def2-TZVPD

Geometry as XYZ:
```
55
Properties=species:S:1:pos:R:3:lowdin_charge:R:1
O 1.99121 -4.50704 -2.02072 -0.136
C 2.28497 -5.58619 -1.03639 -0.152
C 3.01324 -6.46574 -2.04114 -0.056
H 1.32449 -5.96674 -0.65959 0.131
H 2.92422 -5.32627 -0.19089 0.099
C 2.57561 -5.37618 -3.04666 -0.567
H 2.54554 -7.43041 -2.21481 0.117
H 4.09991 -6.52306 -1.91649 0.126
C 1.51856 -5.97544 -3.96563 -0.014
H 0.83821 -6.59126 -3.35942 0.092
H 1.98982 -6.64318 -4.70518 0.104
H 0.93797 -5.19915 -4.47747 0.084
C 3.71699 -4.67165 -3.76353 -0.008
H 4.47066 -4.34046 -3.03027 0.083
H 3.34155 -3.77931 -4.29081 0.087
H 4.22041 -5.33434 -4.48681 0.102
Zr 0.66846 -1.26917 -1.00198 1.750
C 0.93829 1.21055 -0.76549 -0.211
C 1.30266 1.30864 0.60778 -0.084
C 2.58041 0.74348 0.78120 -0.065
H 0.69288 1.79127 1.37580 0.123
C 3.00842 0.20673 -0.46206 -0.135
C 2.02860 0.55277 -1.45424 -0.305
H 2.20877 0.54110 -2.51867 0.108
H 0.09982 1.72422 -1.21811 0.110
H 3.15902 0.78245 1.70599 0.116
H 3.99372 -0.20816 -0.67030 0.105
C -1.29428 -0.26792 -2.19671 -0.144
C -0.15351 -0.24434 -3.05473 -0.180
C 0.26291 -1.59998 -3.28675 -0.199
H 0.26555 0.63344 -3.52955 0.130
C -0.65682 -2.45916 -2.59787 -0.185
C -1.59787 -1.63496 -1.90937 -0.153
H -2.45868 -1.97500 -1.32654 0.132
H -1.87870 0.60138 -1.89341 0.134
H 1.04405 -1.92699 -3.97442 0.127
H -0.73940 -3.53046 -2.73197 0.121
O 2.10267 -2.86767 -0.12296 -0.333
C 3.53384 -3.03171 -0.20539 -0.180
C 4.00168 -3.29621 1.21570 -0.127
H 3.95900 -2.11178 -0.61115 0.097
H 3.75318 -3.85610 -0.88900 0.092
C 2.78364 -3.55148 2.09581 -0.120
H 4.50767 -2.37924 1.51188 0.117
H 4.70443 -4.12460 1.23869 0.123
C 1.57626 -3.50445 1.14978 -0.099
H 2.66767 -2.76724 2.84707 0.121
H 2.84326 -4.51363 2.60453 0.125
H 0.75136 -2.87430 1.53419 0.109
H 1.19033 -4.47586 0.83221 0.103
N -0.62903 -0.84395 0.58793 -0.030
C -1.38713 -0.30232 1.32172 -0.274
N -2.19568 0.07759 2.20341 0.121
C -2.59943 1.28007 2.55015 -0.355
N -3.02800 2.30476 2.95204 0.125
```

Computed properties:
Net charge: +1
Gap between HOMO and LUMO (eV): 7.598
HOMO energy (eV): -11.7
2S+1: 1
Relative energy (zero: lowest compared OMol25 entry of this formula, charge and spin) (eV): 1.308


No. 3
C35H35AsF6N5O5PS4Sn | wB97M-V/def2-TZVPD

Geometry as XYZ:
```
93
Properties=species:S:1:pos:R:3:lowdin_spin:R:1
Sn 0.38766 0.79709 1.37221 0.019
C 6.84341 1.20690 2.31201 0.000
C 6.31149 1.65674 0.97014 0.000
O 5.09060 2.39296 1.15334 0.000
P 3.70460 1.73057 0.68665 0.001
S 2.26460 2.95639 1.29946 0.004
S 3.53622 -0.15840 1.19736 0.004
O 3.90754 1.86838 -0.91522 0.000
C 2.86688 1.37368 -1.77615 0.000
C 2.10188 2.52198 -2.39752 0.000
H 7.81442 0.72003 2.18917 0.000
H 6.14943 0.50275 2.76962 0.000
H 6.96673 2.06251 2.97762 0.000
H 6.14045 0.80092 0.31522 0.000
H 7.00714 2.33385 0.47161 0.000
H 2.19680 0.70826 -1.22617 0.000
H 3.36526 0.77222 -2.54083 0.000
H 1.55330 3.06996 -1.63132 0.000
H 1.38938 2.14893 -3.13885 0.000
H 2.78848 3.21089 -2.89370 0.000
S -1.16361 3.10010 0.81833 0.311
C -2.77238 2.64230 0.74790 0.103
C -3.66579 3.58872 0.12329 0.006
N -4.34829 4.35892 -0.39278 0.026
C -3.33763 1.42869 1.20824 0.084
S -2.49951 0.12620 1.82804 0.361
C -4.77250 1.29766 1.09714 0.003
N -5.91320 1.16672 1.01312 0.013
C 1.32579 -5.31286 -0.33617 0.000
N 1.36808 -4.45226 0.83311 0.000
C 1.85988 -4.87945 2.01949 0.000
C 1.90258 -4.07098 3.09315 0.000
C 1.42003 -2.72739 2.90503 0.000
N 0.90807 -2.31275 1.76209 0.001
C 0.85108 -3.14262 0.68855 0.000
O 0.37513 -2.84375 -0.39890 0.000
N 1.51402 -1.85029 3.90509 0.000
H 1.86290 -6.23295 -0.11244 0.000
H 1.78909 -4.80887 -1.18125 0.000
H 0.29654 -5.54486 -0.60957 0.000
H 2.21644 -5.90090 2.04463 0.000
H 2.31151 -4.40508 4.03462 0.000
H 1.77706 -2.16597 4.81912 0.000
H 1.12782 -0.90556 3.80526 0.000
C 1.55312 2.07656 5.29600 0.000
C 0.21789 1.60500 4.70668 0.001
O 0.41707 0.86789 3.56894 0.011
C -0.51761 0.72846 5.75126 0.000
F -0.82624 1.39572 6.88282 0.000
F 0.27683 -0.29801 6.13685 0.000
F -1.64509 0.18690 5.28677 0.004
C -0.64235 2.85937 4.41283 0.002
F -1.86846 2.55362 3.96417 0.004
F -0.80782 3.64593 5.50155 0.000
F -0.04715 3.61638 3.48399 0.011
H 2.16660 1.20240 5.50791 0.000
H 1.43479 2.66635 6.20486 0.000
H 2.05766 2.66632 4.53134 0.000
O -0.39658 0.42961 -1.15253 0.006
As -1.52491 -0.07916 -2.23480 0.001
C -0.71555 -1.23300 -3.54417 0.000
C 0.62641 -1.01625 -3.83347 0.000
C 1.26413 -1.80834 -4.77576 0.000
C 0.56233 -2.81778 -5.42325 0.000
C -0.77418 -3.04051 -5.12403 0.000
C -1.41573 -2.24920 -4.17974 0.000
C -2.98388 -1.07157 -1.49516 0.005
C -2.69274 -2.30294 -0.91163 0.005
C -3.70977 -3.01683 -0.29857 0.002
C -5.00133 -2.50320 -0.26060 0.000
C -5.28299 -1.27422 -0.83632 0.001
C -4.27231 -0.55510 -1.46145 0.001
C -2.27065 1.41090 -3.18779 0.000
C -3.21785 1.24870 -4.19390 0.000
C -3.71170 2.36242 -4.85415 0.000
C -3.26120 3.63131 -4.50648 0.000
C -2.31459 3.78884 -3.50613 0.000
C -1.80970 2.67526 -2.84681 0.002
H 1.17350 -0.25090 -3.29711 0.000
H 2.31149 -1.64502 -4.99602 0.000
H 1.06282 -3.43983 -6.15516 0.000
H -1.31757 -3.83624 -5.61843 0.000
H -2.45400 -2.43717 -3.93045 0.000
H -1.67482 -2.67861 -0.89685 0.000
H -3.48812 -3.96621 0.17338 0.000
H -5.78717 -3.05513 0.24048 0.000
H -6.27625 -0.85052 -0.76917 0.000
H -4.49154 0.41875 -1.88370 0.000
H -3.57981 0.26048 -4.45736 0.000
H -4.45377 2.24274 -5.63371 0.000
H -3.65978 4.50077 -5.01425 0.000
H -1.97664 4.77733 -3.22245 0.000
H -1.07423 2.77837 -2.05820 0.004
```

Computed properties:
Net charge: -1
Gap between HOMO and LUMO (alpha / beta) (eV): 7.043 / 5.563
HOMO energy (alpha / beta) (eV): -4.9 / -4.9
<S²>: 0.78
2S+1: 2
Relative energy (zero: lowest compared OMol25 entry of this formula, charge and spin) (eV): 0.627


No. 4
C11H13N4 | wB97M-V/def2-TZVPD

Geometry as XYZ:
```
28
Properties=species:S:1:pos:R:3:lowdin_charge:R:1
C -0.54472 1.61866 -2.39918 0.055
N -0.13186 0.77675 -1.25317 -0.032
C -1.02226 -0.01177 -0.53064 -0.115
C -2.41479 -0.01087 -0.70969 0.025
C -3.20787 -0.92292 -0.01277 -0.033
C -2.57784 -1.76953 0.86486 -0.086
N -1.24423 -1.77619 1.08173 0.146
C -0.52499 -1.03276 0.34896 -0.200
C 0.98310 -1.27123 0.37696 -0.377
C 1.47454 -2.17400 1.52458 0.015
N 1.18736 -1.82183 -0.98436 0.143
C 2.26831 -1.11234 -1.61182 -0.006
N 2.46818 -0.02475 -0.93002 0.079
C 1.01453 0.94258 -0.63131 -0.075
C 1.67926 0.08648 0.29138 -0.145
H -1.54720 2.08544 -2.27666 0.112
H 0.24816 2.30672 -2.54065 0.092
H -0.61252 0.97884 -3.22482 0.090
H -2.92847 0.78233 -1.28507 0.123
H -4.25514 -0.98309 -0.12883 0.106
H -3.17170 -2.37775 1.50843 0.110
H 2.59186 -2.12188 1.44485 0.113
H 0.88966 -3.11804 1.43717 0.101
H 1.08048 -1.64680 2.40981 0.100
H 1.25114 -2.79977 -1.19866 0.145
H 2.77273 -1.45116 -2.51575 0.155
H 1.42167 1.92541 -0.69784 0.161
H 2.11122 0.65788 1.15333 0.198
```

Computed properties:
Net charge: +1
Gap between HOMO and LUMO (eV): 8.034
HOMO energy (eV): -12.3
SMILES: CN1c2cccnc2[C@@]2(C)[NH+]=CN3[C@@H]1[C@H]32
2S+1: 1
Relative energy (zero: lowest compared OMol25 entry of this formula, charge and spin) (eV): 0.118